Entry 1:
111
Properties=species:S:1:pos:R:3:lowdin_charge:R:1 method="wB97M-V/def2-TZVPD" e_homo_ev=-7.341 molar_mass_g_mol=792.0 homo_lumo_gap_ev=5.2 relative_energy_kcal_mol=5.21 spin_multiplicity=1
C -1.79 2.58 0.69 -0.058
C -1.47 2.61 2.17 -0.510
C -1.68 4.07 2.64 -0.059
C -2.43 1.76 2.99 -0.039
C -0.01 2.11 2.38 -0.072
C 0.92 3.11 2.61 -0.069
C 2.12 2.87 3.27 -0.051
C 2.52 1.55 3.42 -0.033
C 1.79 0.50 2.86 -0.078
C 2.45 -0.88 3.01 -0.525
C 2.18 -1.82 1.84 -0.042
C 1.98 -1.46 4.35 -0.028
C 3.98 -0.77 3.06 -0.069
C 0.49 0.78 2.34 -0.076
N -0.29 -0.23 1.67 0.000
C -1.00 -1.30 2.36 -0.112
C -1.42 -2.23 1.25 -0.110
N -1.19 -1.48 0.01 0.025
C -1.86 -1.95 -1.22 -0.049
C -3.28 -1.90 -1.34 -0.076
C -4.34 -1.23 -0.41 -0.519
C -5.45 -0.63 -1.29 -0.063
C -3.80 -0.06 0.38 -0.047
C -4.97 -2.31 0.49 -0.032
C -3.88 -2.60 -2.40 -0.051
C -3.16 -2.93 -3.53 -0.039
C -1.78 -2.97 -3.43 -0.064
C -1.17 -2.75 -2.19 -0.077
C 0.03 -3.70 -1.90 -0.519
C 0.49 -4.45 -3.16 -0.062
C -0.50 -4.76 -0.93 -0.023
C 1.22 -2.93 -1.37 -0.033
C -0.39 -0.37 0.30 -0.218
C 0.43 0.47 -0.50 -0.060
C 0.20 0.63 -1.91 -0.197
C -1.09 1.01 -2.40 -0.017
C -1.45 0.69 -3.68 0.016
C -0.53 -0.03 -4.48 -0.175
N -1.04 -0.95 -5.43 -0.333
O -0.25 -1.81 -5.89 0.021
O -2.26 -0.92 -5.70 0.039
C 0.82 -0.21 -4.10 0.006
C 1.19 0.21 -2.85 -0.039
H -1.53 1.59 0.30 0.029
H -2.85 2.77 0.50 0.096
H -1.17 3.30 0.14 0.101
H -1.35 4.20 3.68 0.098
H -1.15 4.79 2.01 0.077
H -2.74 4.31 2.58 0.092
H -2.15 1.80 4.05 0.103
H -3.46 2.12 2.86 0.094
H -2.40 0.72 2.67 0.031
H 0.64 4.12 2.36 0.065
H 2.70 3.68 3.70 0.107
H 3.45 1.38 3.96 0.108
H 2.54 -1.38 0.90 0.091
H 2.72 -2.77 2.00 0.101
H 1.13 -2.07 1.72 0.052
H 2.13 -0.71 5.14 0.094
H 0.91 -1.72 4.34 0.064
H 2.55 -2.37 4.60 0.094
H 4.34 -0.31 3.99 0.076
H 4.43 -1.76 3.01 0.090
H 4.36 -0.19 2.21 0.093
H -0.36 -1.81 3.09 0.096
H -1.87 -0.91 2.92 0.111
H -0.80 -3.13 1.27 0.104
H -2.46 -2.56 1.33 0.106
H -6.03 -1.38 -1.83 0.073
H -6.16 -0.08 -0.67 0.089
H -5.02 0.07 -2.02 0.096
H -2.89 -0.29 0.92 0.048
H -3.59 0.79 -0.29 0.077
H -4.54 0.29 1.12 0.105
H -4.32 -2.62 1.32 0.067
H -5.91 -1.93 0.92 0.091
H -5.21 -3.20 -0.10 0.088
H -4.95 -2.82 -2.38 0.107
H -3.64 -3.21 -4.47 0.120
H -1.22 -3.37 -4.26 0.093
H 0.85 -3.76 -3.93 0.088
H 1.31 -5.13 -2.90 0.092
H -0.32 -5.07 -3.57 0.089
H -0.94 -4.32 -0.03 0.054
H -1.30 -5.33 -1.43 0.099
H 0.29 -5.46 -0.64 0.093
H 0.92 -2.25 -0.56 0.050
H 1.99 -3.62 -1.00 0.096
H 1.65 -2.30 -2.16 0.082
H 1.41 0.71 -0.08 0.067
H -1.79 1.47 -1.70 0.093
H -2.45 0.90 -4.05 0.122
H 1.48 -0.76 -4.76 0.123
H 2.21 0.09 -2.53 0.074
O 7.36 4.12 -1.58 0.103
N 6.38 4.74 -1.13 -0.294
O 6.45 5.87 -0.60 0.053
C 5.01 4.19 -1.21 -0.037
C 3.99 5.01 -0.76 0.083
C 2.90 4.40 -0.10 -0.058
N 2.68 5.04 1.26 -0.284
O 1.61 5.62 1.52 0.073
O 3.67 4.99 2.03 0.086
C 2.51 3.07 -0.38 0.096
N 3.46 2.33 -1.02 0.007
N 3.50 0.96 -1.07 0.049
N 4.72 0.63 -1.42 0.024
N 5.52 1.72 -1.57 0.092
C 4.76 2.79 -1.32 -0.181
H 4.10 6.08 -0.73 0.143
H 1.57 2.61 -0.13 0.113

***

Entry 2:
109
Properties=species:S:1:pos:R:3:lowdin_charge:R:1 method="wB97M-V/def2-TZVPD" e_homo_ev=-15.998 molar_mass_g_mol=961.5 total_charge=+3 homo_lumo_gap_ev=7.1 spin_multiplicity=1
Tc 0.63 -0.01 1.17 1.243
C -2.62 -2.04 -1.15 -0.005
C -2.49 -3.37 -0.81 0.017
C -1.46 -3.72 0.06 0.033
C -0.61 -2.75 0.53 -0.224
N -0.71 -1.45 0.18 -0.030
C -1.71 -1.13 -0.65 -0.189
C 0.41 -3.01 1.54 -0.208
C 0.72 -4.28 2.01 0.043
C 1.56 -4.42 3.10 0.024
C 2.06 -3.28 3.70 0.007
C 1.76 -2.05 3.14 -0.150
N 0.97 -1.90 2.06 -0.046
H -3.40 -1.71 -1.81 0.130
H -3.18 -4.12 -1.18 0.139
H -1.35 -4.75 0.38 0.128
H -1.82 -0.08 -0.89 0.065
H 0.29 -5.15 1.53 0.128
H 1.81 -5.40 3.48 0.140
H 2.70 -3.32 4.57 0.137
H 2.18 -1.16 3.56 0.076
C 3.59 -1.54 0.81 -0.050
N 2.91 -0.27 0.46 -0.271
C 3.12 -0.13 -0.99 -0.090
C 3.64 0.85 1.09 -0.160
C 3.24 1.04 2.52 -0.163
N 1.78 1.36 2.60 -0.318
C 1.35 1.24 4.03 -0.072
C 1.63 2.81 2.30 -0.050
H 4.59 -1.54 0.37 0.114
H 3.04 -2.39 0.41 0.100
H 3.71 -1.66 1.88 0.075
H 4.18 -0.22 -1.23 0.124
H 2.80 0.85 -1.32 0.059
H 2.58 -0.90 -1.53 0.072
H 3.43 1.75 0.51 0.123
H 4.72 0.68 1.02 0.154
H 3.82 1.85 2.97 0.151
H 3.45 0.16 3.11 0.110
H 2.11 1.68 4.68 0.122
H 1.19 0.21 4.32 0.073
H 0.43 1.79 4.16 0.048
H 2.11 3.39 3.10 0.123
H 0.57 3.07 2.26 0.066
H 2.11 3.07 1.36 0.087
F -2.14 4.13 -0.93 0.253
C -1.53 3.24 -0.21 -0.556
F -1.51 3.61 1.08 0.165
F -2.15 2.06 -0.28 0.149
C -0.04 3.13 -0.64 -0.260
O 0.58 3.96 -1.17 0.280
O 0.65 1.93 -0.14 -0.131
C -2.02 3.00 3.87 -0.132
C -2.03 1.50 4.12 -0.397
As -1.67 0.29 2.62 1.247
C -1.80 -1.45 3.56 -0.391
C -2.60 -1.49 4.87 -0.127
C -3.38 0.43 1.67 -0.393
C -4.56 -0.24 2.36 -0.122
H -2.36 3.51 4.77 0.097
H -2.69 3.29 3.06 0.065
H -1.02 3.38 3.63 0.049
H -3.02 1.17 4.43 0.073
H -1.35 1.22 4.92 0.065
H -0.78 -1.77 3.77 0.035
H -2.22 -2.15 2.84 0.066
H -2.14 -0.89 5.65 0.075
H -2.63 -2.52 5.22 0.091
H -3.63 -1.17 4.75 0.061
H -3.25 0.04 0.67 0.028
H -3.56 1.50 1.58 0.066
H -4.43 -1.32 2.44 0.073
H -5.46 -0.07 1.76 0.092
H -4.76 0.16 3.35 0.071
C 0.45 0.69 -0.62 -0.231
Ge 0.21 0.50 -2.78 1.081
C 1.89 1.08 -3.56 -0.301
C 2.61 0.11 -4.27 -0.100
C 3.76 0.46 -4.97 -0.046
C 4.20 1.78 -4.97 -0.042
C 3.49 2.75 -4.27 -0.046
C 2.34 2.40 -3.57 -0.111
C -1.27 1.64 -3.27 -0.294
C -1.07 2.90 -3.83 -0.089
C -2.14 3.62 -4.35 -0.040
C -3.42 3.08 -4.32 -0.035
C -3.63 1.82 -3.78 -0.045
C -2.57 1.10 -3.26 -0.123
C -0.11 -1.35 -3.25 -0.304
C -0.81 -1.56 -4.43 -0.084
C -0.95 -2.84 -4.95 -0.039
C -0.39 -3.92 -4.29 -0.045
C 0.32 -3.72 -3.12 -0.065
C 0.46 -2.44 -2.60 -0.135
H 2.27 -0.92 -4.30 0.101
H 4.30 -0.29 -5.52 0.119
H 5.09 2.05 -5.52 0.122
H 3.83 3.77 -4.27 0.120
H 1.83 3.18 -3.03 0.075
H -0.08 3.33 -3.88 0.090
H -1.97 4.59 -4.79 0.124
H -4.25 3.64 -4.73 0.124
H -4.63 1.40 -3.77 0.119
H -2.75 0.10 -2.89 0.074
H -1.26 -0.72 -4.97 0.111
H -1.49 -2.99 -5.88 0.122
H -0.49 -4.92 -4.70 0.121
H 0.78 -4.57 -2.61 0.114
H 1.03 -2.31 -1.69 0.079